P:
Entry from the Open Molecules 2025 dataset: an isolated ion of composition C2H4O3P and charge -1 (ωB97M-V/def2-TZVPD).

Geometry as XYZ:
```
10
C2H4O3P (ωB97M-V/def2-TZVPD)
C 1.51129 -0.42779 0.10048
P 0.00823 0.53919 -0.63674
O -0.21936 2.07817 0.16896
C -1.50106 -0.62305 -0.23183
O -2.14316 -1.35610 -1.14578
O -1.88779 -0.69290 1.18584
H 1.71164 -1.32808 -0.63130
H 2.46692 0.22948 0.25599
H 1.15036 -0.85441 1.13473
H -1.09708 2.43550 -0.20035
```

## Properties
SMILES string ... CP(O)C(=O)[O-]
Charge ... -1
Molecular weight ... 107.025 g mol⁻¹
Orbital gap ... 7.60 eV

These are the Löwdin partial charges, in e, on atoms 1 to 6: C -0.347; P 0.837; O -0.438; C -0.661; O -0.223; O -0.345


Q:
Entry from the Open Molecules 2025 dataset: an isolated ion of composition C2H4O3P and charge -1 (ωB97M-V/def2-TZVPD).

Geometry as XYZ:
```
10
C2H4O3P (ωB97M-V/def2-TZVPD)
C -1.36238 -0.62852 -0.10522
C -0.55109 0.44252 0.01348
O -1.13060 1.72673 -0.14917
O 0.71276 0.58964 0.22375
P 1.84956 -0.71650 -0.21645
O 3.13992 -0.08203 0.06920
H -1.09373 -1.59955 -0.13442
H -2.39754 -0.56743 -0.12236
H -0.51122 2.38395 -0.46080
H 1.34431 -1.54881 0.88199
```

## Properties
SMILES string ... C=C(O)OP[O-]
Charge ... -1
Molecular weight ... 107.025 g mol⁻¹
Orbital gap ... 6.84 eV

These are the Löwdin partial charges, in e, on atoms 1 to 6: C 0.007; C -0.605; O -0.008; O -0.275; P 0.520; O -0.608


On energetic grounds, Q is preferred over the next structure by 31.3 kcal/mol.


P:
Entry from the Open Molecules 2025 dataset: one molecule with the formula C3H7NOS (ωB97M-V/def2-TZVPD).

Geometry as XYZ:
```
13
C3H7NOS (ωB97M-V/def2-TZVPD)
N -0.64170 1.31472 0.59113
C -0.16363 -0.06479 0.48744
C 0.87679 -0.41549 1.56601
O 1.56676 -1.37811 1.48308
C 0.36936 -0.40422 -0.90216
S -1.02551 -0.40866 -2.08178
H -1.15642 1.47728 1.45359
H -1.18699 1.45920 -0.24852
H -1.02535 -0.73990 0.64823
H 0.85122 0.39535 2.33465
H 1.13356 0.30356 -1.21250
H 0.77444 -1.40833 -0.91673
H -0.37252 -0.13060 -3.20243
```

## Properties
SMILES string ... N[C@H](C=O)CS
Charge ... 0
Molecular weight ... 105.162 g mol⁻¹
Orbital gap ... 10.18 eV

These are the Löwdin partial charges, in e, on atoms 1 to 6: N 0.023; C -0.467; C -0.226; O 0.082; C -0.502; S 0.720


Q:
Entry from the Open Molecules 2025 dataset: C3H7NOS as an isolated structure (ωB97M-V/def2-TZVPD).

Geometry as XYZ:
```
13
C3H7NOS (ωB97M-V/def2-TZVPD)
C -0.65359 -1.46557 0.87015
C 1.31966 0.48569 0.14385
C -1.84180 1.73624 -0.86116
H -1.60367 -1.07869 0.23629
H -0.83216 -2.73637 0.65828
H -0.46123 -1.32743 2.10636
H 2.40014 1.17540 0.22735
H -1.70447 2.78676 -0.28499
H -1.81401 1.79959 -2.21097
H -2.98552 1.16056 -0.37172
N 0.33601 1.34058 -0.06024
O -0.78493 0.72299 -0.42292
S 1.12392 -1.34287 0.15796
```

## Properties
Charge ... 0
Molecular weight ... 105.162 g mol⁻¹
Orbital gap ... 9.25 eV

These are the Löwdin partial charges, in e, on atoms 1 to 6: C -0.424; C -0.483; C -0.080; H 0.068; H 0.083; H 0.091


R:
Entry from the Open Molecules 2025 dataset: one molecule with the formula C3H7NOS (ωB97M-V/def2-TZVPD).

Geometry as XYZ:
```
13
C3H7NOS (ωB97M-V/def2-TZVPD)
N 0.76390 0.48701 -1.56904
C 0.65768 -0.19328 -0.28817
C 1.90562 0.08439 0.55483
O 2.11669 -0.48909 1.58697
C -0.54306 0.22619 0.55849
S -2.15577 -0.17748 -0.14317
H 0.95363 -0.15766 -2.32036
H -0.07108 1.00492 -1.81116
H 0.66268 -1.28536 -0.40428
H 2.58764 0.87000 0.19386
H -0.48979 1.28502 0.81015
H -0.48544 -0.33438 1.48425
H -2.10667 0.63895 -1.19375
```

## Properties
SMILES string ... N[C@@H](C=O)CS
Charge ... 0
Molecular weight ... 105.162 g mol⁻¹
Orbital gap ... 10.11 eV

These are the Löwdin partial charges, in e, on atoms 1 to 6: N 0.038; C -0.438; C -0.235; O 0.059; C -0.541; S 0.731


S:
Entry from the Open Molecules 2025 dataset: one molecule with the formula C3H7NOS (ωB97M-V/def2-TZVPD).

Geometry as XYZ:
```
13
C3H7NOS (ωB97M-V/def2-TZVPD)
C 1.32211 -0.55957 -1.37859
C -1.57628 0.81244 -0.06033
C -0.44088 -0.01665 -1.10107
N -1.22521 0.84185 1.13340
O 0.55084 0.46825 3.14805
S 0.32810 0.06448 1.77266
H 1.46564 -0.49039 -2.38633
H 1.46367 -1.46256 -0.84899
H -0.54913 0.74883 -1.88620
H 1.80086 0.26222 -0.94780
H -0.97648 -0.89164 -1.27874
H -1.66320 1.28213 1.91444
H -0.50005 -1.05938 1.91952
```

## Properties
Charge ... 0
Molecular weight ... 105.162 g mol⁻¹
Orbital gap ... 8.90 eV

These are the Löwdin partial charges, in e, on atoms 1 to 6: C -0.032; C -0.093; C -0.167; N -0.262; O -0.561; S 0.932


On energetic grounds, R is preferred over the next structure by 3.6 kcal/mol.


P:
Entry from the Open Molecules 2025 dataset: a 2-piece molecular cluster, C3H7NOS overall (ωB97M-V/def2-TZVPD).

Geometry as XYZ:
```
13
C3H7NOS (ωB97M-V/def2-TZVPD)
C -1.57756 0.55772 0.13065
C 1.76135 0.41562 0.58653
C 2.08052 1.45788 -0.13515
N -2.48370 -1.82480 -0.28522
O -2.80624 0.90993 -0.69128
S -2.94006 -0.43018 0.40468
H -1.44017 1.29933 0.82239
H 2.06660 -0.63269 0.37521
H 1.02016 0.63556 1.27467
H 2.72530 1.41784 -0.93595
H 1.56154 2.41035 0.32285
H -3.19361 -2.19506 -0.92323
H -1.53322 -1.83801 -0.76004
```

## Properties
Charge ... 0
Molecular weight ... 105.162 g mol⁻¹
Orbital gap ... 8.32 eV

These are the Löwdin partial charges, in e, on atoms 1 to 6: C -0.391; C -0.114; C -0.086; N -0.273; O -0.406; S 0.974


Q:
Entry from the Open Molecules 2025 dataset: a 2-piece molecular cluster, C3H7NOS overall (ωB97M-V/def2-TZVPD).

Geometry as XYZ:
```
13
C3H7NOS (ωB97M-V/def2-TZVPD)
O -0.21111 1.62867 2.18899
C 0.16345 0.83522 1.15420
C -0.91382 0.73073 0.09324
C -0.51153 -0.58403 1.06281
S 1.33645 -1.97604 -1.73932
N -0.52560 0.64455 -1.22866
H 1.18013 1.16138 0.86739
H -1.90961 1.03949 0.27983
H -0.02265 -1.38197 0.38119
H -0.65349 -0.84092 2.06759
H 2.43701 -2.65451 -1.78669
H -0.39170 1.49698 -1.68820
H 0.02245 -0.09956 -1.65235
```

## Properties
Charge ... 0
Molecular weight ... 105.162 g mol⁻¹
Orbital gap ... 3.60 eV

These are the Löwdin partial charges, in e, on atoms 1 to 6: O 0.021; C -0.356; C -0.202; C 0.065; S 0.218; N 0.171


R:
Entry from the Open Molecules 2025 dataset: one molecule with the formula C3H7NOS (ωB97M-V/def2-TZVPD).

Geometry as XYZ:
```
13
C3H7NOS (ωB97M-V/def2-TZVPD)
C -1.73171 -0.00393 0.48512
C -0.51881 -0.39790 -0.49885
N 0.74368 0.25926 -0.28790
O 0.63723 1.63894 -0.14134
C 1.76534 -0.41691 0.05061
S 3.35646 0.02789 0.08621
H -1.46548 -0.16134 1.67274
H -2.61815 -0.71806 -0.07161
H -1.88367 1.07860 0.34412
H -0.29450 -1.49515 -0.44304
H -0.87188 -0.20362 -1.63980
H 1.48665 1.93959 0.17633
H 1.39483 -1.54738 0.26742
```

## Properties
SMILES string ... CCN(O)C=S
Charge ... 0
Molecular weight ... 105.162 g mol⁻¹
Orbital gap ... 9.18 eV

These are the Löwdin partial charges, in e, on atoms 1 to 6: C -0.095; C -0.235; N -0.277; O 0.035; C -0.755; S 0.570


On energetic grounds, R is preferred over the next structure by 58.9 kcal/mol.


P:
Entry from the Open Molecules 2025 dataset: a 2-piece molecular cluster, CH4O4P overall (ωB97M-V/def2-TZVPD).

Geometry as XYZ:
```
10
CH4O4P (ωB97M-V/def2-TZVPD)
C -0.02554 1.20086 0.34524
O -1.74950 -0.29844 -1.31596
O -2.39676 -0.06644 1.19384
O 1.82820 -1.26267 -0.34917
O 0.93609 -2.03566 0.47047
P -1.41950 -0.04296 0.08412
H 0.32705 1.62290 -0.62973
H 0.03276 1.88264 1.16654
H 0.87609 0.51725 0.34680
H 1.59112 -1.51748 -1.31216
```

## Properties
Charge ... -1
Molecular weight ... 111.013 g mol⁻¹
Orbital gap (alpha / beta) ... 6.71 / 6.71 eV

These are the Löwdin partial charges, in e, on atoms 1 to 6: C -0.185; O -0.351; O -0.368; O -0.355; O -0.459; P 0.563


Q:
Entry from the Open Molecules 2025 dataset: a 2-piece molecular cluster, CH4O4P overall (ωB97M-V/def2-TZVPD).

Geometry as XYZ:
```
10
CH4O4P (ωB97M-V/def2-TZVPD)
C -0.57819 0.05723 -0.37929
O 1.67500 -1.19446 -0.06222
O 1.85373 1.21184 0.03795
O -0.86947 -1.08370 -1.09754
O -1.04584 1.13669 -0.95286
P 1.08826 0.02411 0.45175
H -1.97305 -0.27211 1.26422
H -0.27281 -1.68041 -0.60441
H -0.59645 1.85057 -0.49845
H 0.71883 -0.04976 1.84086
```

## Properties
Charge ... -1
Molecular weight ... 111.013 g mol⁻¹
Orbital gap (alpha / beta) ... 7.52 / 7.52 eV

These are the Löwdin partial charges, in e, on atoms 1 to 6: C -0.575; O -0.387; O -0.401; O -0.034; O 0.028; P 0.256


On energetic grounds, Q is preferred over the next structure by 27.7 kcal/mol.